{
  "formula": "C11H27FInNO4S3",
  "method": "ωB97M-V/def2-TZVPD",
  "elements": ["In", "F", "C", "O", "H", "H", "H", "H", "N", "C", "C", "C", "C", "H", "H", "H", "H", "H", "C", "S", "O", "C", "H", "H", "H", "H", "H", "H", "C", "S", "O", "C", "H", "H", "H", "H", "H", "H", "C", "S", "O", "C", "H", "H", "H", "H", "H", "H"],
  "xyz": [[0.9350, -2.3672, -1.8386], [0.4592, -0.2987, -0.0246], [-3.0648, 0.4000, 0.6053], [-1.7525, 0.7784, 0.9325], [-3.7839, 1.1845, 0.8406], [-3.1536, 0.1222, -0.4467], [-3.4558, -0.4444, 1.1940], [-1.0885, 0.1616, 0.5222], [0.8674, 0.6617, 2.6485], [2.0189, 0.9780, 3.3057], [1.7015, 1.4214, 4.6356], [0.3341, 1.4888, 4.7114], [-0.1637, 1.0447, 3.4271], [0.8310, 0.3264, 1.6564], [2.9928, 0.8483, 2.8574], [2.4124, 1.7225, 5.3853], [-0.2019, 2.0651, 5.4480], [-1.1904, 0.9579, 3.0860], [4.3883, 1.4081, -3.2883], [2.6589, 1.3242, -2.7947], [2.3066, -0.1112, -2.6977], [2.8428, 1.9270, -1.1007], [4.9229, 0.6508, -2.7032], [4.8101, 2.3960, -3.1880], [4.3887, 0.9667, -4.2871], [1.8770, 1.8119, -0.6113], [3.1956, 2.9480, -1.1997], [3.5146, 1.2221, -0.6106], [-1.3656, -5.2352, 1.4575], [-0.6152, -3.5940, 1.5045], [-0.8415, -3.0061, 0.1392], [-1.7829, -2.7870, 2.5992], [-2.2332, -5.1729, 0.8078], [-1.6695, -5.4557, 2.4811], [-0.6164, -5.9429, 1.1241], [-1.8701, -1.7666, 2.2239], [-1.3612, -2.6728, 3.5987], [-2.7607, -3.2564, 2.6056], [-2.2591, 1.1111, -4.5485], [-1.8141, 0.5800, -2.8910], [-0.9579, -0.6276, -2.8969], [-0.7271, 1.9711, -2.5452], [-3.0201, 0.4175, -4.9297], [-1.4484, 0.9830, -5.2671], [-2.7103, 2.0952, -4.4790], [-1.2927, 2.8027, -2.1229], [-0.2887, 2.3307, -3.4757], [0.0322, 1.6311, -1.8503]],
  "forces_ev_per_angstrom": [[-0.56, 1.55, 0.65], [0.28, -0.09, 0.50], [-0.84, -0.48, 0.18], [0.43, -0.19, 0.24], [0.36, 0.41, -0.24], [-0.05, 0.09, -0.09], [0.41, -0.19, -0.06], [-0.09, 0.33, -0.11], [0.57, 0.64, -0.07], [-0.29, -0.79, 0.20], [-0.63, 0.25, -0.10], [1.20, 0.94, -0.43], [-0.50, -0.61, 0.01], [-0.44, -0.22, -0.40], [-0.03, -0.02, -0.11], [0.11, 0.00, -0.02], [-0.37, -0.54, 0.19], [0.15, 0.01, -0.22], [-0.32, -1.55, 0.10], [0.35, 1.02, 0.21], [-0.34, -1.20, -0.04], [-0.19, -0.73, -0.43], [0.00, 0.38, 0.31], [0.03, 0.22, -0.23], [0.11, 0.66, -0.22], [-0.10, 0.31, -0.13], [0.08, 0.11, 0.44], [0.36, 0.31, 0.02], [0.18, 0.43, 0.52], [-0.06, -0.39, -0.02], [0.12, 0.04, -0.44], [0.13, 0.89, 0.12], [-0.02, -0.06, -0.13], [0.04, -0.20, -0.04], [-0.05, -0.11, -0.17], [-0.09, -0.03, -0.25], [-0.04, -0.51, 0.03], [-0.03, -0.13, -0.02], [-0.63, -1.45, -0.51], [-0.03, 1.12, 0.08], [0.40, -1.06, -0.18], [-0.05, 0.50, -0.09], [-0.08, 0.16, 0.34], [0.36, 0.54, 0.34], [0.24, 0.22, -0.05], [-0.12, -0.19, 0.14], [0.15, -0.22, 0.01], [-0.11, -0.15, 0.16]],
  "total_energy_ev": -61900.15137,
  "lumo_energy_ev": -11.622,
  "total_charge": 2,
  "homo_lumo_gap_ev": 2.3
}